Record 1
Molecular formula: C41H37F5HfP2
Method: DFT, ωB97M-V/def2-TZVPD

The geometry in XYZ format:
```
86
Properties=species:S:1:pos:R:3:forces:R:3
Hf 0.171 0.075 3.307 1.5 -0.8 1.5
C -2.162 0.002 4.819 -0.6 -0.5 -2.2
C -2.160 -0.358 3.457 -1.9 0.4 1.9
C -2.858 0.565 2.446 -0.1 0.1 -0.4
C -2.175 1.935 2.211 0.0 0.5 -0.7
C -0.740 2.081 2.704 -0.5 0.9 0.0
C -0.423 2.308 4.047 -0.7 1.0 -1.2
C -1.515 2.542 5.060 -0.1 -0.2 0.6
C -2.494 1.356 5.354 -0.2 0.5 1.1
C 1.921 -0.615 2.268 0.4 -0.3 -0.5
H -2.092 -0.765 5.585 0.4 -0.2 -0.3
H -2.190 -1.433 3.219 0.1 0.4 0.5
H -3.888 0.740 2.809 0.4 -0.2 -0.1
H -2.966 0.069 1.465 0.2 -0.1 0.6
H -2.134 2.137 1.124 -0.1 -0.2 0.4
H -2.824 2.730 2.604 0.3 -0.1 0.2
H -0.021 2.360 1.920 0.2 0.0 0.3
H 0.572 2.653 4.325 -0.2 0.1 -0.3
H -2.123 3.417 4.759 0.4 -0.3 -0.1
H -1.045 2.820 6.011 -0.1 -0.1 -0.3
H -2.514 1.224 6.455 -0.1 0.3 -0.6
H -3.529 1.662 5.084 0.5 -0.4 -0.1
H 2.656 -0.922 3.052 -0.4 0.1 -0.5
H 2.394 0.183 1.674 0.0 -0.2 -0.1
H 1.699 -1.481 1.612 0.4 0.3 0.2
P -0.186 -1.561 -3.024 -1.3 -1.5 -0.8
P 1.291 0.427 -2.998 1.3 2.3 -1.4
C -1.205 -0.127 -3.460 1.0 1.1 0.0
C -0.350 0.923 -3.618 -0.7 -1.3 0.3
C -0.461 -2.747 -4.400 -0.2 -0.2 -0.4
C -1.552 -2.547 -5.267 -0.1 -0.2 0.3
C -2.042 -3.599 -6.046 0.1 -0.2 -0.1
C -1.406 -4.856 -6.024 0.2 0.3 0.3
C -0.211 -5.001 -5.292 -0.1 0.3 -0.1
C 0.283 -3.935 -4.520 -0.4 -0.1 0.2
C -1.028 -2.253 -1.583 -0.3 -0.1 0.2
C -0.743 -1.683 -0.326 0.0 -0.2 -0.3
C -1.425 -2.146 0.790 -0.2 -0.1 0.0
C -2.509 -3.033 0.650 0.6 0.1 -0.1
C -2.750 -3.636 -0.591 0.0 0.2 0.1
C -1.992 -3.273 -1.706 0.2 0.1 0.2
C 2.212 0.754 -4.605 0.4 -0.3 -0.2
C 2.029 -0.099 -5.715 -0.1 0.2 0.0
C 2.471 0.291 -6.990 -0.2 -0.3 0.3
C 3.111 1.513 -7.182 -0.1 0.2 0.2
C 3.357 2.329 -6.076 -0.2 -0.3 0.3
C 2.951 1.934 -4.789 -0.1 0.2 -0.1
C 1.702 1.900 -2.000 0.3 0.1 0.2
C 2.978 1.976 -1.409 -0.4 0.2 0.0
C 3.361 3.148 -0.759 -0.1 0.1 0.1
C 2.487 4.250 -0.703 -0.2 -0.3 -0.2
C 1.214 4.162 -1.293 0.3 -0.1 0.3
C 0.811 2.973 -1.897 0.0 0.1 0.1
H -2.292 -0.165 -3.567 0.4 0.2 -0.3
H -0.501 1.927 -4.039 -0.3 -0.6 0.2
H -2.031 -1.567 -5.271 -0.1 -0.4 -0.1
H -2.940 -3.445 -6.660 0.5 -0.1 0.3
H -1.828 -5.714 -6.576 0.3 0.7 0.3
H 0.328 -5.955 -5.311 -0.2 0.5 0.0
H 1.226 -4.021 -3.980 -0.3 -0.2 0.0
H 0.006 -0.880 -0.233 -0.2 -0.5 0.0
H -1.088 -1.836 1.795 -0.4 -0.1 -0.7
H -3.152 -3.249 1.500 0.3 -0.2 -0.1
H -3.530 -4.398 -0.689 0.3 0.4 0.0
H -2.161 -3.764 -2.672 0.1 0.3 0.4
H 1.512 -1.058 -5.595 0.1 0.4 -0.1
H 2.281 -0.355 -7.851 0.1 0.1 0.4
H 3.390 1.850 -8.189 -0.1 -0.2 0.5
H 3.825 3.301 -6.209 0.1 -0.2 0.1
H 3.167 2.582 -3.934 -0.1 -0.1 -0.4
H 3.644 1.114 -1.491 0.0 0.3 0.1
H 4.351 3.206 -0.301 -0.3 0.1 -0.1
H 2.787 5.170 -0.199 0.0 -0.3 -0.2
H 0.525 5.010 -1.286 0.3 -0.2 0.1
H -0.193 2.883 -2.314 0.4 0.3 0.2
F 0.256 -1.827 4.655 0.2 0.6 0.5
C 0.660 -0.962 5.729 0.3 0.8 0.8
C 0.972 0.358 5.362 -0.7 -0.8 0.1
C 1.216 1.231 6.430 0.4 0.0 0.1
F 1.430 2.573 6.274 -0.1 -1.4 -0.1
C 1.315 0.752 7.734 0.5 1.1 0.4
F 1.687 1.599 8.710 -0.3 -0.8 -0.7
C 1.077 -0.585 8.030 0.6 -0.4 1.5
F 1.348 -1.041 9.279 -0.8 0.5 -1.5
C 0.630 -1.439 7.036 -0.8 -1.3 -0.8
F 0.125 -2.667 7.299 0.9 1.0 -0.1
```
Positions in Å, forces in eV/Å.

Properties
spin multiplicity = 1
frontier orbital gap (spin up / spin down) = 2.1 / 2.1 eV
HOMO (spin up / spin down) = -10.501 / -10.501 eV
LUMO (spin up / spin down) = -8.398 / -8.397 eV
total charge = +2
energy = -76565.3733 eV

---

Record 2
Molecular formula: C2H5N2P
Method: DFT, ωB97M-V/def2-TZVPD

The geometry in XYZ format:
```
10
Properties=species:S:1:pos:R:3:forces:R:3
C -1.190 -0.543 0.131 -3.4 2.2 -0.5
N -1.004 -1.704 0.511 3.0 -1.4 -0.2
P 1.058 -1.895 0.289 -2.3 1.2 2.0
N 1.081 -0.425 -0.494 0.0 0.9 -0.1
C -0.062 0.471 -0.198 1.5 -2.5 1.9
H -2.333 -0.189 0.153 2.5 -0.3 -0.1
H 1.206 -1.227 1.644 -0.1 -1.1 -1.1
H 1.410 -0.385 -1.435 0.0 -0.1 -0.5
H -0.097 1.185 -0.980 -0.8 0.8 -0.5
H 0.140 0.898 0.823 -0.2 0.3 -0.9
```
Positions in Å, forces in eV/Å.

Properties
spin multiplicity = 1
frontier orbital gap = 10.0 eV
energy relative to the best compared isomer or geometry (same formula, charge and spin) = 0.7387 eV
SMILES = C1=NPNC1
HOMO = -9.225 eV
LUMO = 0.825 eV
energy = -14422.4478 eV

---

Record 3
Molecular formula: CHF3NO2S
Method: DFT, ωB97M-V/def2-TZVPD

The geometry in XYZ format:
```
9
Properties=species:S:1:pos:R:3:forces:R:3
C 1.417 0.027 0.245 -1.0 -0.8 -1.1
N -2.272 0.375 -0.499 -1.1 2.7 1.7
O -2.910 0.783 0.517 1.4 -1.2 -2.1
O 0.135 -2.363 -0.018 -0.1 -2.1 1.0
F 1.698 1.017 -0.682 0.2 -0.3 1.3
F 1.164 0.625 1.465 0.6 -0.4 -1.2
F 2.536 -0.747 0.389 -0.7 1.0 0.2
S -0.039 -1.001 -0.554 1.1 2.8 -0.2
H -1.730 1.284 -0.864 -0.4 -1.8 0.5
```
Positions in Å, forces in eV/Å.

Properties
spin multiplicity = 1
frontier orbital gap (spin up / spin down) = 6.5 / 6.5 eV
energy relative to the best compared isomer or geometry (same formula, charge and spin) = 4.1969 eV
HOMO (spin up / spin down) = -2.647 / -2.648 eV
LUMO (spin up / spin down) = 3.885 / 3.887 eV
total charge = -1
energy = -25623.5950 eV

---

Record 4
Molecular formula: C2H8NO2
Method: DFT, ωB97M-V/def2-TZVPD

The geometry in XYZ format:
```
13
Properties=species:S:1:pos:R:3:forces:R:3
C -1.921 1.379 -0.722 -1.2 -5.2 -3.6
O -1.908 -0.132 -0.391 0.0 3.2 -0.8
H -3.001 1.565 -0.915 0.9 0.6 0.2
H -1.267 1.462 -1.667 -1.1 0.4 1.3
H -1.474 1.789 0.087 1.1 2.1 2.4
N 2.467 -0.235 0.184 1.5 -1.1 0.1
C 1.159 -0.934 0.165 -0.1 1.6 -0.9
O 0.252 -0.306 0.883 -1.4 0.8 1.3
H 2.846 -0.065 1.124 -0.7 -0.4 -0.3
H 2.321 0.676 -0.179 -0.3 0.9 -0.4
H 1.287 -1.956 0.473 0.6 -1.1 0.1
H 0.839 -0.891 -0.913 0.6 -0.6 0.0
H -1.009 -0.098 0.100 0.1 -1.3 0.5
```
Positions in Å, forces in eV/Å.

Properties
spin multiplicity = 1
frontier orbital gap = 7.6 eV
energy relative to the best compared isomer or geometry (same formula, charge and spin) = 1.2102 eV
HOMO = -3.176 eV
LUMO = 4.386 eV
total charge = -1
energy = -7787.9747 eV

---

Record 5
Molecular formula: C29H58N3O6P2S2
Method: DFT, ωB97M-V/def2-TZVPD

The geometry in XYZ format:
```
100
Properties=species:S:1:pos:R:3:forces:R:3
C 4.672 0.991 -2.165 -0.3 -0.7 0.0
C 4.354 -0.281 -3.006 1.6 0.5 0.2
O 3.586 -1.269 -2.294 -0.8 1.5 0.0
P 2.029 -0.915 -2.023 -0.9 -1.8 0.3
O 1.221 -2.065 -2.450 -0.4 0.0 -0.4
C 1.467 0.634 -2.793 -0.2 0.9 0.5
C -0.058 0.560 -3.138 1.1 0.3 0.5
C -0.812 1.105 -1.912 -0.4 0.0 -0.5
C -2.330 0.759 -1.911 0.8 0.0 0.1
O -2.548 -0.518 -2.510 -0.6 0.3 1.0
C -2.557 -1.485 -1.487 0.2 -0.7 0.1
C -3.734 -1.338 -0.493 0.5 -1.0 -0.1
N -4.094 0.109 -0.176 2.0 0.1 -0.4
C -5.158 0.523 -1.156 -1.2 0.3 -0.6
C -6.641 0.345 -0.774 -0.5 -0.7 -0.1
C -7.239 -1.095 -0.918 0.0 0.3 -0.3
C -7.178 -1.959 0.364 -0.3 -0.4 -0.9
C -8.669 -0.995 -1.508 0.0 0.0 -0.1
P -4.568 0.077 1.586 -2.2 -1.5 1.3
C -5.263 1.679 2.176 0.5 0.6 0.0
C -3.119 -0.288 2.668 0.5 0.4 -0.1
C -2.799 0.866 -0.436 -0.1 1.8 -0.8
C -2.911 2.392 -0.116 0.5 -0.1 0.3
C -2.031 2.807 1.105 -0.6 0.4 -0.7
C -2.608 3.984 1.949 1.2 -1.3 0.8
S -1.406 5.366 2.065 -0.2 0.3 -0.4
C -0.262 5.014 3.411 -0.5 -0.2 1.1
S -0.360 5.903 4.755 0.1 0.2 -0.3
N 0.755 4.039 3.323 0.5 0.0 -0.4
C 2.114 4.229 3.567 0.8 0.8 0.3
C 2.729 3.054 3.370 -0.3 -1.4 -0.3
N 1.785 2.069 3.029 1.0 0.8 0.4
C 0.667 2.709 3.029 -1.1 -1.2 -0.8
O 1.769 -0.723 -0.418 1.6 0.6 -1.1
C 2.854 -1.173 0.426 0.0 -0.8 1.4
C 3.022 -2.705 0.458 0.4 0.4 0.1
H 4.111 0.957 -1.221 0.0 0.2 -0.2
H 4.422 1.913 -2.697 0.2 -0.1 0.1
H 5.729 0.969 -1.883 -0.2 0.3 -0.1
H 5.323 -0.754 -3.200 -0.4 -0.2 0.0
H 3.949 -0.038 -3.994 -0.3 -0.2 0.3
H 1.568 1.420 -2.026 0.3 -0.1 -0.2
H 2.050 0.984 -3.648 0.0 -0.5 0.1
H -0.285 -0.483 -3.368 -0.3 0.3 -0.1
H -0.217 1.228 -3.990 -0.2 -0.4 0.0
H -0.708 2.200 -1.924 0.0 -0.2 0.1
H -0.316 0.759 -0.993 -0.2 -0.1 -0.2
H -2.885 1.490 -2.513 0.1 -0.2 0.0
H -1.600 -1.532 -0.940 -0.1 0.2 -0.3
H -2.675 -2.468 -1.959 0.1 0.2 0.1
H -3.436 -1.874 0.419 -0.2 0.3 -0.1
H -4.588 -1.885 -0.893 -0.2 0.6 0.2
H -5.001 -0.081 -2.057 0.2 0.1 0.3
H -5.033 1.555 -1.503 0.4 -0.1 0.6
H -7.198 0.952 -1.504 0.4 0.0 0.1
H -6.937 0.731 0.209 0.3 0.1 -0.1
H -6.648 -1.582 -1.713 -0.1 -0.1 0.3
H -7.987 -2.698 0.290 0.2 0.1 0.2
H -7.312 -1.396 1.291 0.2 -0.1 -0.2
H -6.254 -2.547 0.361 -0.1 0.3 0.5
H -9.196 -0.087 -1.187 0.1 -0.2 0.1
H -8.637 -0.975 -2.606 0.1 0.2 0.2
H -9.279 -1.868 -1.250 0.1 0.2 0.1
H -4.578 2.252 2.814 0.0 -0.1 -0.4
H -5.638 2.319 1.370 0.1 -0.1 0.1
H -6.125 1.439 2.813 0.2 -0.2 -0.3
H -2.728 0.583 3.210 0.1 -0.1 -0.4
H -2.305 -0.824 2.162 -0.1 0.3 0.0
H -3.483 -0.981 3.439 -0.2 0.1 -0.3
H -1.999 0.509 0.221 -0.5 -0.6 -0.1
H -2.486 2.937 -0.967 -0.4 -0.1 0.1
H -3.946 2.742 -0.036 0.1 -0.2 0.2
H -1.080 3.158 0.688 -0.1 -0.3 0.2
H -1.785 1.934 1.716 -0.3 0.2 0.0
H -2.740 3.627 2.982 -0.2 0.2 -0.2
H -3.591 4.321 1.611 0.4 0.4 -0.1
H 2.612 5.143 3.862 -0.7 0.2 -0.1
H 3.771 2.777 3.458 -0.1 0.3 0.0
H -0.233 2.149 2.806 -0.1 0.7 0.2
H 2.596 -0.863 1.446 -0.2 0.2 -0.4
H 3.816 -0.697 0.208 -0.3 0.1 -0.3
H 2.087 -3.230 0.243 0.1 0.2 0.0
H 3.806 -3.045 -0.226 -0.3 0.0 0.0
H 3.355 -2.950 1.475 -0.1 -0.2 -0.3
C 6.658 -3.696 -0.595 -0.2 0.0 0.1
O 6.901 -2.955 0.592 0.1 -0.1 -0.2
C 7.787 -3.617 1.486 -0.1 0.3 0.1
C 9.212 -3.115 1.350 0.2 -0.3 0.0
O 9.759 -3.403 0.071 -0.2 0.1 0.0
C 9.683 -2.309 -0.827 0.1 0.0 0.0
H 6.268 -3.010 -1.347 0.0 0.0 0.1
H 7.564 -4.164 -0.982 0.0 0.0 0.0
H 5.907 -4.467 -0.395 0.0 -0.1 -0.1
H 7.739 -4.700 1.341 0.1 0.0 0.0
H 7.436 -3.397 2.499 0.0 0.0 0.0
H 9.833 -3.635 2.085 0.0 0.0 0.0
H 9.270 -2.043 1.560 -0.1 0.0 0.0
H 10.498 -1.605 -0.631 0.0 0.1 0.0
H 8.728 -1.784 -0.757 0.0 0.0 0.0
H 9.791 -2.699 -1.839 0.1 0.0 0.0
```
Positions in Å, forces in eV/Å.

Properties
spin multiplicity = 1
frontier orbital gap = 7.3 eV
HOMO = -10.536 eV
LUMO = -3.267 eV
total charge = +1
energy = -88008.7301 eV

---

Record 6
Molecular formula: C21H12Cl44O3S
Method: DFT, ωB97M-V/def2-TZVPD

The geometry in XYZ format:
```
81
Properties=species:S:1:pos:R:3:forces:R:3
O 4.284 0.886 -3.766 -0.2 0.5 0.7
S 3.082 1.354 -4.396 1.0 -1.6 -1.0
O 2.975 1.028 -5.783 -0.5 0.7 -0.1
C 1.679 0.643 -3.555 -0.5 0.5 0.4
C 0.926 1.508 -2.486 -0.2 0.1 -0.6
C -0.535 1.556 -2.900 -0.3 0.0 0.3
C -1.392 0.580 -2.394 -0.1 0.1 0.0
C -2.745 0.576 -2.718 0.2 0.4 -0.2
C -3.243 1.565 -3.560 0.0 -0.1 -0.1
C -2.399 2.536 -4.086 0.0 -0.4 0.2
C -1.049 2.522 -3.764 0.1 -0.1 0.1
C 1.489 2.916 -2.224 0.2 0.0 0.2
C 2.856 3.221 -2.795 -0.1 0.8 0.3
O 2.931 2.922 -4.215 -0.2 -0.6 0.4
H 0.976 0.375 -4.336 0.1 0.1 -0.2
H 2.021 -0.280 -3.102 0.3 -0.1 0.0
H 0.953 0.955 -1.552 0.2 -0.1 0.1
H -0.987 -0.161 -1.715 -0.1 0.2 -0.2
H -3.411 -0.163 -2.297 0.0 -0.1 0.0
H -4.302 1.599 -3.796 0.5 -0.2 -0.3
H -2.809 3.299 -4.737 0.0 -0.4 0.2
H -0.389 3.271 -4.180 0.0 0.1 -0.1
H 1.581 3.053 -1.146 0.0 0.0 0.1
H 0.809 3.697 -2.549 -0.2 -0.1 -0.2
H 3.016 4.291 -2.717 0.1 -0.1 -0.2
H 3.664 2.739 -2.249 0.1 -0.2 -0.2
Cl -7.487 2.629 0.024 -0.2 -0.2 -0.2
C -7.416 2.787 -1.745 0.0 -0.1 0.1
Cl -8.736 1.860 -2.462 0.0 0.0 0.0
Cl -7.573 4.477 -2.223 0.0 0.0 0.1
Cl -5.861 2.161 -2.311 -0.5 0.2 0.3
Cl 1.301 -3.237 1.602 0.1 0.1 0.0
C 1.027 -1.793 0.632 0.0 -0.1 0.0
Cl -0.490 -2.001 -0.253 0.1 -0.1 0.1
Cl 0.906 -0.377 1.681 0.0 0.0 0.0
Cl 2.365 -1.572 -0.503 0.0 0.0 0.0
Cl -5.725 4.941 0.675 0.3 0.3 0.2
C -4.612 6.218 1.182 0.0 0.0 0.0
Cl -4.430 6.180 2.939 0.0 0.0 0.0
Cl -3.037 5.961 0.421 0.0 0.0 0.0
Cl -5.254 7.790 0.690 0.0 0.0 0.0
Cl -1.890 -6.607 4.033 0.0 0.0 0.0
C -0.753 -5.337 4.500 0.0 0.0 0.0
Cl -0.541 -5.334 6.253 -0.1 0.2 0.0
Cl 0.815 -5.649 3.742 -0.2 0.0 0.1
Cl -1.384 -3.772 3.979 0.0 0.0 0.0
Cl 4.215 -6.329 -0.526 0.0 0.0 0.0
C 3.230 -6.992 0.777 0.0 0.0 0.0
Cl 3.556 -6.100 2.271 0.1 0.0 -0.1
Cl 1.519 -6.845 0.359 0.0 0.0 0.0
Cl 3.629 -8.695 1.019 0.0 0.0 0.0
Cl 1.911 -10.774 6.604 0.0 0.0 0.0
C 1.637 -9.128 6.028 0.0 0.0 0.0
Cl -0.052 -8.682 6.295 0.1 -0.2 0.0
Cl 2.681 -8.012 6.912 0.1 0.0 -0.1
Cl 2.014 -9.047 4.303 0.0 0.0 0.0
Cl 6.758 7.021 -2.874 0.0 0.0 0.0
C 5.929 6.307 -1.490 0.1 -0.1 -0.2
Cl 6.365 7.202 -0.038 -0.1 0.0 0.0
Cl 4.170 6.374 -1.790 0.4 0.3 -0.2
Cl 6.406 4.618 -1.314 0.0 0.0 0.0
Cl -0.025 6.735 -6.806 0.0 0.0 0.0
C -1.763 6.438 -6.898 0.0 0.0 0.0
Cl -2.172 5.055 -5.867 0.1 0.5 -0.3
Cl -2.640 7.865 -6.338 0.0 0.0 0.0
Cl -2.216 6.080 -8.565 0.0 0.0 0.0
Cl 1.778 -9.657 12.503 0.0 0.0 0.0
C 1.910 -9.752 10.743 0.0 0.0 0.0
Cl 3.613 -9.860 10.285 0.0 0.0 0.0
Cl 1.052 -11.186 10.173 0.0 0.0 0.0
Cl 1.197 -8.306 10.022 -0.1 -0.1 0.1
Cl -4.442 -4.712 1.879 0.0 0.0 0.0
C -3.725 -4.615 0.269 0.0 0.0 0.0
Cl -2.010 -5.021 0.361 0.0 -0.1 0.0
Cl -4.544 -5.745 -0.812 0.0 0.0 0.0
Cl -3.910 -2.968 -0.356 0.0 0.0 0.0
Cl 1.820 8.188 2.761 0.0 0.0 0.0
C 2.544 6.585 2.607 0.0 0.0 0.0
Cl 3.197 6.390 0.975 -0.3 0.0 0.4
Cl 3.849 6.410 3.786 0.0 0.0 0.0
Cl 1.312 5.351 2.904 0.0 0.0 0.0
```
Positions in Å, forces in eV/Å.

Properties
spin multiplicity = 1
frontier orbital gap = 9.4 eV
energy relative to the best compared isomer or geometry (same formula, charge and spin) = 0.0000 eV
SMILES = O=S1(=O)C[C@H](c2ccccc2)CCO1.ClC(Cl)(Cl)Cl.ClC(Cl)(Cl)Cl.ClC(Cl)(Cl)Cl.ClC(Cl)(Cl)Cl.ClC(Cl)(Cl)Cl.ClC(Cl)(Cl)Cl.ClC(Cl)(Cl)Cl.ClC(Cl)(Cl)Cl.ClC(Cl)(Cl)Cl.ClC(Cl)(Cl)Cl.ClC(Cl)(Cl)Cl
HOMO = -9.496 eV
LUMO = -0.099 eV
energy = -589931.7262 eV

---

Which of these has the highest energy? C2H8NO2